Entry 1:
Below is 2 unconnected molecules or ions with the total composition CH3Cl3SSi in a non-equilibrium geometry, with properties calculated with wB97M-V/def2-TZVPD.

LUMO energy (spin up / spin down): -0.04126 / -0.01780 Eh
Net charge: 0
Energy above the lowest of the compared OMol25 structures with the same formula, charge and spin: 78.6 kcal per mole

Each line ends with the Mulliken charge.
Geometry (Å):
C  -1.349855  -0.347440  -0.273272  -0.885
Si  1.759709  -0.018024  -0.026975  0.575
S  -1.966766  1.278264  -0.057738  -0.078
Cl  2.321431  -1.538856  1.214965  -0.220
Cl  2.127196  1.679610  0.832292  -0.141
Cl  2.820987  -0.191139  -1.805398  -0.228
H  -1.284033  -0.784838  -1.165461  0.468
H  -1.613085  -0.902095  0.500397  0.394
H  -2.815583  0.824518  0.781190  0.116

Forces on the atoms, in the same order (eV/Å):
C 1.827 4.348 0.328
Si -1.761 -2.274 -1.482
S 1.217 0.092 -1.556
Cl 0.176 -0.181 0.118
Cl 0.474 2.132 0.986
Cl -0.166 0.072 0.361
H 0.405 -1.325 -3.528
H -0.761 -2.755 3.279
H -1.411 -0.109 1.495

Entry 2:
Below is 2 unconnected molecules or ions with the total composition CH3Cl3SSi in a non-equilibrium geometry, with properties calculated with wB97M-V/def2-TZVPD.

LUMO energy (spin up / spin down): -0.02797 / -0.02811 Eh
Net charge: 0
Energy above the lowest of the compared OMol25 structures with the same formula, charge and spin: 75.6 kcal per mole

Each line ends with the Mulliken charge.
Geometry (Å):
C  1.103491  0.774603  0.154645  -0.667
Si  -1.560661  -0.328265  -0.330854  0.694
S  2.274308  -0.493835  -0.214425  -0.145
Cl  -2.637778  1.418708  0.087410  -0.234
Cl  -2.072567  -1.591917  1.081533  -0.156
Cl  -1.626752  -0.966801  -2.137833  -0.117
H  1.635960  1.566092  -0.520426  0.207
H  1.162778  1.019662  1.220116  0.319
H  1.721225  -1.398250  0.659834  0.098

Forces on the atoms, in the same order (eV/Å):
C 0.354 0.081 -1.468
Si 2.692 4.369 2.292
S -0.580 -1.388 0.830
Cl 0.115 -0.707 -0.486
Cl -0.273 -1.240 0.840
Cl -0.276 -0.924 -2.261
H -2.140 -0.586 1.192
H -0.565 0.178 -0.387
H 0.673 0.217 -0.551

Entry 3:
Below is 2 unconnected molecules or ions with the total composition CH3Cl3Si in a non-equilibrium geometry, with properties calculated with wB97M-V/def2-TZVPD.

LUMO energy: -0.05049 Eh
Net charge: 0
Energy above the lowest of the compared OMol25 structures with the same formula, charge and spin: 167.9 kcal per mole

Each line ends with the Mulliken charge.
Geometry (Å):
C  1.417336  1.116831  -0.831870  -0.180
Si  -0.278452  0.664171  -1.657486  0.196
Cl  1.920184  -0.111439  0.194047  -0.127
Cl  1.222186  2.682482  0.097541  -0.166
Cl  -2.021642  0.476076  1.546837  -0.248
H  2.241633  1.183808  -1.455292  0.351
H  -1.637951  -0.568956  0.858936  0.238
H  -0.223437  1.849420  -2.796792  -0.064

Forces on the atoms, in the same order (eV/Å):
C -1.711 1.413 -0.020
Si -0.028 1.282 -0.909
Cl 0.527 -2.243 2.063
Cl -0.139 -0.467 -0.589
Cl 0.254 -0.634 -0.418
H 1.244 1.036 -1.647
H -0.243 0.646 0.434
H 0.095 -1.034 1.085

Entry 4:
Below is a single CH3ClFNS molecule in a non-equilibrium geometry, with properties calculated with wB97M-V/def2-TZVPD.

LUMO energy (spin up / spin down): -0.02861 / -0.02861 Eh
Net charge: 0
Energy above the lowest of the compared OMol25 structures with the same formula, charge and spin: 62.3 kcal per mole

Each line ends with the Mulliken charge.
Geometry (Å):
C  0.307404  1.031981  0.108627  -0.219
N  -0.280286  -1.779315  -0.598834  -0.497
F  1.036044  1.858745  -0.557002  -0.215
S  -0.731577  -0.054886  -1.028281  0.258
Cl  -2.479509  0.350095  0.124875  -0.195
H  0.657118  0.444052  0.889128  0.383
H  -0.473142  1.640812  0.559314  0.282
H  -0.899581  -2.454195  -1.053787  0.204

Forces on the atoms, in the same order (eV/Å):
C -4.329 -0.317 0.339
N 0.093 5.016 -0.022
F 2.806 1.057 -1.668
S 0.428 -5.056 1.287
Cl -0.195 0.038 -0.235
H 1.852 -1.353 0.973
H -0.300 -0.148 0.065
H -0.354 0.762 -0.739

Entry 5:
Below is a molecular structure, CH3ClFOP in a non-equilibrium geometry, with properties calculated with wB97M-V/def2-TZVPD.

LUMO energy: -0.01147 Eh
Net charge: 0
Energy above the lowest of the compared OMol25 structures with the same formula, charge and spin: 75.8 kcal per mole

Each line ends with the Mulliken charge.
Geometry (Å):
C  1.209888  0.228318  -0.008192  -0.635
O  -0.144194  0.643724  -0.138426  -0.148
F  -1.450245  -1.994851  -0.169873  -0.563
P  -1.303577  -0.034038  0.712427  0.599
Cl  -2.788647  0.831921  -0.288669  -0.112
H  1.578421  0.836444  0.752563  0.277
H  1.818084  0.357225  -0.856466  0.244
H  1.080269  -0.868740  -0.003362  0.338

Forces on the atoms, in the same order (eV/Å):
C -1.423 -2.255 -0.333
O -1.098 0.554 -0.936
F 0.440 3.482 1.370
P 0.137 -2.937 -1.502
Cl -0.467 0.026 -0.052
H 1.211 -0.003 1.812
H 0.092 0.899 -1.588
H 1.108 0.234 1.229

Entry 6:
Below is 2 unconnected molecules or ions with the total composition CH3ClFOP in a non-equilibrium geometry, with properties calculated with wB97M-V/def2-TZVPD.

LUMO energy (spin up / spin down): -0.14141 / -0.14143 Eh
Net charge: 0
Energy above the lowest of the compared OMol25 structures with the same formula, charge and spin: 146.2 kcal per mole

Each line ends with the Mulliken charge.
Geometry (Å):
C  0.099767  0.277110  0.556246  -0.824
O  2.403081  -0.784281  1.920328  -0.387
F  1.380291  -2.728876  -1.643228  -0.601
P  1.838520  -0.502584  0.603633  0.907
Cl  3.080037  0.608644  -0.660383  -0.104
H  0.011111  1.046345  -0.112742  0.354
H  -0.818259  -0.452745  0.486071  0.308
H  -0.115984  0.802743  1.505437  0.347

Forces on the atoms, in the same order (eV/Å):
C -1.519 -2.905 2.344
O -0.334 -0.447 -0.829
F 0.234 1.431 1.477
P -0.482 1.474 -1.455
Cl -1.327 -1.319 1.083
H 0.244 1.422 -2.474
H 2.287 0.939 -0.306
H 0.896 -0.594 0.159

Entry 7:
Below is 2 unconnected molecules or ions with the total composition CH3ClIN in a non-equilibrium geometry, with properties calculated with wB97M-V/def2-TZVPD.

SMILES: C=NCl.I
LUMO energy: -0.03588 Eh
Net charge: 0
Energy above the lowest of the compared OMol25 structures with the same formula, charge and spin: 49.6 kcal per mole

Each line ends with the Mulliken charge.
Geometry (Å):
C  0.573154  0.435095  0.435562  -0.619
N  -0.380831  -0.259032  0.975585  -0.172
Cl  -1.899909  0.642809  1.096302  -0.088
I  -0.398196  -1.896147  -1.860740  -0.091
H  0.503207  1.543150  0.237297  0.340
H  1.443100  -0.215977  0.377277  0.514
H  0.159475  -0.249897  -1.261282  0.115

Forces on the atoms, in the same order (eV/Å):
C -1.561 -0.269 1.926
N 0.212 1.864 -0.482
Cl 0.807 -0.381 0.045
I 0.781 2.143 0.306
H 0.299 -1.338 -0.097
H 0.452 0.704 -0.243
H -0.991 -2.723 -1.455

Entry 8:
Below is 2 unconnected molecules or ions with the total composition CH3ClINO in a non-equilibrium geometry, with properties calculated with wB97M-V/def2-TZVPD.

LUMO energy (spin up / spin down): 0.01942 / -0.12957 Eh
Net charge: 0
Energy above the lowest of the compared OMol25 structures with the same formula, charge and spin: 17.6 kcal per mole

Each line ends with the Mulliken charge.
Geometry (Å):
C  -0.778376  -0.383770  0.346553  -0.414
N  1.511319  -0.475233  0.476237  -0.126
O  0.544863  -0.545020  -0.345515  -0.066
Cl  2.939429  -0.721952  -0.355683  -0.083
I  -1.134483  3.183946  -1.449156  0.006
H  -1.051445  -1.414020  0.589872  0.254
H  -1.280650  0.063992  -0.461579  0.174
H  -0.750658  0.292057  1.199270  0.255

Forces on the atoms, in the same order (eV/Å):
C 1.968 -0.926 -0.396
N 1.597 0.330 3.031
O -2.987 0.241 -1.449
Cl 0.820 -0.163 -0.615
I 0.021 0.004 -0.006
H -0.427 0.448 0.093
H -1.400 0.241 -0.642
H 0.408 -0.175 -0.016

Entry 9:
Below is a single CH3ClN2 molecule in a non-equilibrium geometry, with properties calculated with wB97M-V/def2-TZVPD.

SMILES: ClC1NN1
LUMO energy: 0.03629 Eh
Net charge: 0
Energy above the lowest of the compared OMol25 structures with the same formula, charge and spin: 72.5 kcal per mole

Each line ends with the Mulliken charge.
Geometry (Å):
C  0.363773  -0.294113  -0.575481  0.236
N  -0.850362  0.217765  -0.154000  -0.419
N  0.463907  0.794635  0.357803  -0.397
Cl  0.940130  -0.073572  -2.317473  -0.215
H  0.651762  -1.383789  -0.305483  0.256
H  -1.399633  0.813282  -0.856869  0.262
H  0.560317  0.292715  1.363464  0.277

Forces on the atoms, in the same order (eV/Å):
C 1.227 -2.129 -0.875
N -1.431 0.492 -0.470
N -0.327 -1.685 1.761
Cl -0.407 0.196 1.378
H -0.567 2.051 -0.343
H 1.799 -0.566 1.320
H -0.295 1.642 -2.772

Entry 10:
Below is a molecular structure, CH3ClN2 in a non-equilibrium geometry, with properties calculated with wB97M-V/def2-TZVPD.

LUMO energy: 0.01005 Eh
Net charge: 0
Energy above the lowest of the compared OMol25 structures with the same formula, charge and spin: 115.6 kcal per mole

Each line ends with the Mulliken charge.
Geometry (Å):
C  -0.563500  -0.261021  -0.074589  0.005
N  0.179646  0.614219  -0.854417  -0.469
N  0.679307  -0.183348  0.681162  -0.217
Cl  0.949304  0.941255  1.923821  -0.055
H  -1.439010  0.023790  0.383409  0.313
H  -0.685726  -1.412554  -0.449292  0.166
H  0.879979  0.277659  -1.610093  0.258

Forces on the atoms, in the same order (eV/Å):
C 1.397 -4.870 -1.000
N 2.597 0.490 0.663
N 0.355 0.397 -3.085
Cl -0.803 0.280 -0.133
H -1.951 1.317 0.753
H 0.249 2.601 0.868
H -1.845 -0.216 1.935

Entry 11:
Below is a single CH3ClN2O2 molecule in a non-equilibrium geometry, with properties calculated with wB97M-V/def2-TZVPD.

LUMO energy: -0.03813 Eh
Net charge: 0
Energy above the lowest of the compared OMol25 structures with the same formula, charge and spin: 151.4 kcal per mole

Each line ends with the Mulliken charge.
Geometry (Å):
C  1.511260  0.435114  0.478669  -0.461
N  -1.758801  -1.479225  -0.461985  -0.408
N  0.344122  0.552336  0.003917  0.682
O  -0.037968  0.739506  -1.150667  -0.709
O  -0.606231  0.505497  0.928343  -0.439
Cl  -2.185083  -0.208039  0.263223  0.433
H  1.457204  0.258055  1.473348  0.326
H  2.444017  0.528469  -0.149633  0.256
H  -1.168520  -1.331714  -1.385218  0.319

Forces on the atoms, in the same order (eV/Å):
C 2.773 0.152 -2.270
N 1.172 -1.657 -1.464
N -0.566 0.296 -1.882
O 0.039 0.224 -1.428
O -1.574 0.497 2.902
Cl 1.124 0.442 -1.416
H 0.708 -0.552 2.865
H -1.623 -0.068 0.772
H -2.055 0.666 1.920

Entry 12:
Below is a single CH3ClN2O2 molecule in a non-equilibrium geometry, with properties calculated with wB97M-V/def2-TZVPD.

SMILES: C/N=[N+](\[O-])OCl
LUMO energy: -0.03660 Eh
Net charge: 0
Energy above the lowest of the compared OMol25 structures with the same formula, charge and spin: 104.8 kcal per mole

Each line ends with the Mulliken charge.
Geometry (Å):
C  1.508242  -0.122514  -0.017740  -0.601
N  0.216049  -0.697111  -0.229105  -0.467
N  -0.772043  0.034890  -0.057009  1.134
O  -0.892099  1.175532  0.231387  -0.561
O  -2.233278  -0.641659  -0.293108  -0.368
Cl  -3.682925  0.224989  0.016016  0.074
H  2.181461  -0.888665  0.614315  0.246
H  2.052331  0.071980  -0.991420  0.263
H  1.622261  0.842557  0.726663  0.281

Forces on the atoms, in the same order (eV/Å):
C 3.415 1.068 2.846
N -2.732 -0.681 -0.101
N -0.206 0.574 0.035
O 0.019 1.282 0.436
O 0.850 -1.208 -0.278
Cl 2.112 -0.094 -0.052
H -1.659 1.258 -1.779
H -0.826 -0.165 1.087
H -0.973 -2.034 -2.194